Record 1
The following is a quantum chemistry calculation of a molecular structure, F4H20O14P2Sr2 in a non-equilibrium geometry, from OMol25.

Computed properties:
LUMO (alpha / beta) ... -9.500 / -15.851 eV
Energy relative to the best compared isomer or geometry (same formula, charge and spin) ... 14.2 kcal per mole
Molar mass ... 557.33 Da
Maximum force ... 3.8 eV/Å
HOMO-LUMO gap (alpha / beta) ... 9.384 / 3.031 eV
Spin multiplicity ... 2
Charge ... +3

XYZ file:
```
42
Properties=species:S:1:pos:R:3:forces:R:3:mulliken_charge:R:1
Sr 4.067 0.437 1.127 0.242 -0.993 -1.579 1.8825
Sr 0.445 -0.397 -3.958 0.320 0.000 0.343 1.9030
O 4.305 -1.198 -1.026 -0.817 -0.090 -1.300 -0.5461
P 3.873 -1.551 -2.444 1.039 0.296 -2.122 0.4501
O 2.462 -1.222 -2.944 1.006 -0.649 0.916 -0.5668
F 4.299 -3.056 -2.876 -0.983 2.855 1.210 -0.2056
F 4.748 -0.720 -3.529 -0.660 -1.262 1.911 -0.2637
O 1.789 -0.200 0.356 -2.694 -0.136 -0.892 -0.2016
P 0.387 -0.309 -0.224 0.794 -0.863 -1.162 -0.0732
O 0.028 -0.839 -1.619 0.787 1.205 3.560 -0.3071
F -0.402 1.012 -0.063 0.709 0.093 0.235 0.1121
F -0.595 -1.050 0.835 1.368 0.303 -1.157 -0.3019
O 1.152 -2.620 1.931 0.205 -1.105 0.025 -0.3864
H 0.365 -2.085 1.823 -0.494 0.199 0.443 0.3637
H 1.871 -1.989 1.948 0.406 0.236 0.062 0.3343
O -2.748 2.067 -0.548 0.041 -0.500 -0.427 -0.6623
H -2.448 1.292 -0.074 -0.216 -0.124 0.363 0.2092
H -3.597 2.274 -0.157 -0.460 0.354 0.034 0.3257
O -0.203 -3.389 -1.839 0.245 -0.770 -0.161 -0.4600
H -0.329 -2.474 -1.586 0.132 0.895 0.028 0.2642
H -0.878 -3.867 -1.357 -0.410 -0.833 0.156 0.4012
O -0.142 -0.197 3.588 0.882 -0.242 -0.575 -0.5621
H -0.498 -0.345 4.464 -0.082 -0.174 0.500 0.2857
H -0.689 0.497 3.220 -0.666 0.711 -0.027 0.3648
O -0.503 1.860 -2.581 0.763 -0.511 -0.705 -0.5677
H -1.155 2.418 -3.004 -0.236 0.492 -0.140 0.3410
H -0.938 1.537 -1.792 -0.395 0.093 -0.086 0.2715
O -1.643 2.228 2.646 0.148 -0.949 -0.012 -0.6784
H -2.134 3.019 2.866 -0.227 0.274 0.252 0.3439
H -0.901 2.541 2.129 0.186 0.593 -0.474 0.2824
O -2.090 -0.593 -3.334 0.446 0.033 -0.405 -0.4447
H -2.755 -0.340 -3.974 -0.484 0.068 -0.342 0.2809
H -2.589 -0.930 -2.590 -0.089 -0.193 0.248 0.2267
O -0.625 3.568 0.108 0.770 0.394 0.625 -0.6260
H 0.136 3.252 -0.380 0.207 0.328 -0.211 0.3183
H -1.344 3.005 -0.179 -0.698 0.204 -0.132 0.3723
O -2.775 -1.974 1.817 -0.174 -0.680 0.130 -0.4584
H -1.958 -1.655 1.435 0.048 -0.037 0.009 0.5940
H -3.321 -1.192 1.903 -0.692 0.409 0.290 0.3721
O 2.638 0.887 3.003 0.736 0.252 -0.334 -0.5672
H 2.943 1.599 3.565 0.111 0.385 0.626 0.3213
H 1.752 0.700 3.313 -1.112 -0.562 0.278 0.2582
```
Forces are in eV/Å.

Record 2
The following is a quantum chemistry calculation of a molecular structure, F4K2N2Na2O8S4 in a non-equilibrium geometry, from OMol25.

Computed properties:
LUMO (alpha / beta) ... -4.192 / -4.315 eV
Molar mass ... 484.44 Da
Maximum force ... 8.2 eV/Å
HOMO-LUMO gap (alpha / beta) ... 4.266 / 6.466 eV
Spin multiplicity ... 2
Charge ... +1

XYZ file:
```
22
Properties=species:S:1:pos:R:3:forces:R:3:mulliken_charge:R:1
Na -3.786 1.603 1.089 0.263 0.091 0.210 0.8790
Na -4.219 -0.942 -0.821 0.383 -0.205 -0.197 0.6254
K -4.377 -4.678 3.196 0.357 0.272 -0.128 0.9754
K 2.096 0.262 2.614 -0.079 0.155 -0.759 0.9849
N 2.458 2.389 -2.234 -1.048 -4.761 -0.823 -0.2390
S 2.358 0.684 -2.632 -0.649 -1.745 -5.189 0.9957
O 1.530 -0.249 -1.827 2.389 2.318 -0.786 -0.4650
O 3.503 0.191 -3.450 -2.143 0.965 3.342 -0.5426
F 1.378 0.995 -3.837 -0.718 0.172 0.106 -0.2687
S 3.235 2.129 -0.940 5.216 4.775 4.236 0.9248
O 4.686 1.833 -1.065 -3.467 -0.753 0.417 -0.5835
O 2.528 1.744 0.283 0.251 -1.348 -0.705 -0.5148
F 3.325 3.706 -0.597 0.034 0.123 -0.046 -0.3286
N -2.328 -0.327 0.757 -1.280 -1.046 2.815 -0.6985
S -2.084 -1.292 2.123 -1.498 1.434 3.191 1.0749
O -1.068 -1.061 3.115 0.602 -0.021 -0.807 -0.6165
O -2.678 -2.585 2.048 -0.766 -1.636 -0.461 -0.5851
F -3.262 -0.539 2.945 -0.983 0.673 -0.242 -0.3448
S -1.029 -0.931 0.120 2.919 -1.555 -4.785 0.8049
O -1.105 -2.314 -0.357 0.067 1.748 1.341 -0.6182
O 0.165 -0.418 0.733 -0.514 -0.222 -0.843 -0.2659
F -1.325 -0.198 -1.265 0.665 0.565 0.114 -0.1937
```
Forces are in eV/Å.

Record 3
The following is a quantum chemistry calculation of a molecular structure, F4N in a non-equilibrium geometry, from OMol25.

Computed properties:
LUMO (alpha / beta) ... -10.131 / -10.131 eV
Energy relative to the best compared isomer or geometry (same formula, charge and spin) ... 34.8 kcal per mole
Molar mass ... 90.00 Da
Maximum force ... 8.5 eV/Å
HOMO-LUMO gap (alpha / beta) ... 11.695 / 11.695 eV
Spin multiplicity ... 1
Charge ... +1

XYZ file:
```
5
Properties=species:S:1:pos:R:3:forces:R:3:mulliken_charge:R:1
N 0.182 -0.018 0.014 -8.283 1.819 -0.171 0.9226
F 0.638 -0.295 1.146 0.813 0.537 0.881 0.0823
F 0.338 -0.946 -0.802 1.268 -0.668 -1.499 0.0697
F -1.523 0.041 0.087 4.524 -0.546 0.430 -0.1312
F 0.304 1.212 -0.426 1.678 -1.141 0.359 0.0566
```
Forces are in eV/Å.

Record 4
The following is a quantum chemistry calculation of 2 unconnected molecules or ions with the total composition F5N2 in a non-equilibrium geometry, from OMol25.

Computed properties:
LUMO ... -9.317 eV
Energy relative to the best compared isomer or geometry (same formula, charge and spin) ... 6.3 kcal per mole
Molar mass ... 123.00 Da
Maximum force ... 3.1 eV/Å
HOMO-LUMO gap ... 9.528 eV
Spin multiplicity ... 1
Charge ... +1

XYZ file:
```
7
Properties=species:S:1:pos:R:3:forces:R:3:mulliken_charge:R:1
N -1.274 0.150 -0.453 0.978 -0.036 0.902 0.5145
N 0.761 -0.023 -0.125 -2.362 -1.078 -0.194 0.5648
F -1.647 -1.008 -0.093 -0.327 -1.064 -0.520 0.0625
F -1.435 0.834 0.629 -0.175 0.869 -0.154 0.0488
F 1.492 -0.900 -0.767 0.301 -0.541 0.086 -0.0771
F 1.219 1.128 -0.365 1.250 2.706 -0.963 -0.0598
F 0.885 -0.181 1.175 0.336 -0.855 0.844 -0.0538
```
Forces are in eV/Å.